{
  "formula": "C29H33BBr88O3P2",
  "method": "ωB97M-V/def2-TZVPD",
  "species": ["O", "B", "O", "P", "P", "O", "Br", "H", "H", "H", "H", "C", "Br", "Br", "Br", "H", "C", "Br", "Br", "Br", "H", "C", "Br", "Br", "Br", "H", "C", "Br", "Br", "Br", "H", "C", "Br", "Br", "Br", "H", "C", "Br", "Br", "Br", "H", "C", "Br", "Br", "Br", "H", "C", "Br", "Br", "Br", "H", "C", "Br", "Br", "Br", "H", "C", "Br", "Br", "Br", "H", "C", "Br", "Br", "Br", "H", "C", "Br", "Br", "Br", "H", "C", "Br", "Br", "Br", "H", "C", "Br", "Br", "Br", "H", "C", "Br", "Br", "Br", "H", "C", "Br", "Br", "Br", "H", "C", "Br", "Br", "Br", "H", "C", "Br", "Br", "Br", "H", "C", "Br", "Br", "Br", "H", "C", "Br", "Br", "Br", "H", "C", "Br", "Br", "Br", "H", "C", "Br", "Br", "Br", "H", "C", "Br", "Br", "Br", "H", "C", "Br", "Br", "Br", "H", "C", "Br", "Br", "Br", "H", "C", "Br", "Br", "Br", "H", "C", "Br", "Br", "Br", "H", "C", "Br", "Br", "Br", "H", "C", "Br", "Br", "Br", "H"],
  "positions_angstrom": [[3.2649, -0.0043, 0.8387], [2.3538, 1.0657, 0.8439], [2.4682, 2.0937, 1.7906], [0.9861, 1.0274, -0.5458], [-0.9189, 0.3731, 0.3230], [-1.6253, 1.6787, 1.0953], [-0.2883, -1.0354, 1.9523], [3.6040, -0.0499, -0.0612], [3.1708, 2.6631, 1.4580], [0.8147, 2.4003, -0.8562], [-2.2769, 2.0991, 0.5226], [6.0371, 0.1247, 2.4588], [7.0610, -1.4846, 2.7814], [5.4880, 0.9659, 4.1077], [6.9866, 1.3538, 1.3112], [5.1334, -0.1653, 1.9343], [-3.7888, 3.0215, 3.6434], [-2.0008, 3.6234, 4.0497], [-5.0150, 3.4230, 5.0771], [-4.4118, 3.7370, 1.9597], [-3.7505, 1.9458, 3.5389], [-3.0257, 6.8732, 6.6623], [-1.2046, 7.4050, 7.0230], [-4.2010, 7.3225, 8.1261], [-3.6585, 7.5960, 4.9896], [-3.0300, 5.7955, 6.5657], [-1.9937, 5.6239, -0.7891], [-2.8681, 4.1426, -1.6865], [-0.1739, 5.1859, -0.3006], [-2.1031, 7.2448, -1.8303], [-2.5305, 5.7998, 0.1345], [8.9584, -1.3963, -0.7405], [8.0735, -2.9568, -1.4534], [10.8246, -1.7339, -0.3804], [8.7210, 0.1433, -1.8818], [8.4862, -1.1682, 0.2065], [0.9041, 7.8426, -3.9582], [0.1069, 6.3562, -4.8818], [2.7349, 7.4439, -3.5019], [0.7288, 9.4871, -4.9569], [0.3652, 7.9766, -3.0286], [-1.1612, 11.0152, 8.7669], [0.6482, 11.5697, 9.1513], [-2.3604, 11.4295, 10.2219], [-1.7907, 11.7451, 7.0948], [-1.1501, 9.9391, 8.6591], [0.6261, 2.1846, -4.5647], [2.4005, 2.7992, -4.1059], [-0.6571, 2.6014, -3.1966], [0.0158, 2.8781, -6.2531], [0.6741, 1.1075, -4.6570], [3.2084, -2.1245, 4.4212], [3.6103, -3.5167, 5.6975], [2.9462, -2.8389, 2.6474], [1.7109, -1.0433, 4.9830], [4.0696, -1.4717, 4.3818], [10.8022, -2.9047, 4.1999], [9.3243, -3.9625, 3.5496], [11.2727, -3.3772, 6.0119], [12.3224, -3.0033, 3.0174], [10.4744, -1.8741, 4.2144], [-0.3098, -2.2986, -5.0850], [0.6397, -3.9370, -4.7147], [-0.8784, -1.4132, -3.4607], [0.7150, -1.1222, -6.2244], [-1.2047, -2.5590, -5.6449], [-4.6056, -2.2184, -1.8339], [-5.0475, -4.0917, -1.9848], [-6.1948, -1.1356, -1.6467], [-3.3467, -1.8926, -0.4078], [-4.1240, -1.9291, -2.7593], [-8.4041, -4.6155, 0.2244], [-8.8751, -6.4860, 0.1412], [-9.9657, -3.4894, 0.3761], [-7.1373, -4.2923, 1.6398], [-7.9166, -4.3615, -0.7078], [-6.4751, -7.9271, 3.1996], [-6.9122, -7.6388, 5.0580], [-4.8296, -7.0459, 2.7066], [-6.4230, -9.8066, 2.7541], [-7.2675, -7.4800, 2.6128], [5.8421, 10.1888, -3.4419], [7.5494, 9.2916, -3.5838], [5.4789, 10.7424, -1.6315], [5.7113, 11.6636, -4.6801], [5.0809, 9.4742, -3.7166], [-6.1315, 8.4779, -1.9194], [-5.8085, 7.0132, -0.7038], [-6.3462, 7.8588, -3.7350], [-7.6247, 9.5590, -1.3492], [-5.2531, 9.1078, -1.8984], [-2.4032, -3.2731, -8.7166], [-1.4521, -4.9137, -8.3627], [-3.0197, -2.4608, -7.0750], [-1.3515, -2.0462, -9.7748], [-3.2809, -3.5258, -9.2950], [-10.7702, -9.9034, 3.4592], [-10.0019, -8.6074, 2.2472], [-10.4245, -9.4521, 5.3026], [-12.6562, -10.1495, 3.1267], [-10.2852, -10.8503, 3.2650], [-3.6807, 1.0285, -9.1520], [-2.8188, 2.3442, -10.2658], [-3.2954, 1.3344, -7.2897], [-5.5772, 0.9035, -9.4958], [-3.2465, 0.0711, -9.4062], [-2.5234, -11.1553, 3.0862], [-1.5178, -12.7647, 3.4462], [-3.1231, -10.3063, 4.7106], [-1.5389, -9.9315, 1.9640], [-3.4078, -11.4477, 2.5362], [-6.7713, -12.9565, -0.2014], [-5.4750, -13.1888, 1.2141], [-8.5607, -13.3573, 0.4031], [-6.6633, -11.2006, -0.9961], [-6.5268, -13.6714, -0.9740], [-5.7612, 2.1905, -3.9830], [-6.6209, 0.7125, -4.8768], [-3.9264, 1.7734, -3.5362], [-5.8834, 3.8217, -5.0053], [-6.2876, 2.3548, -3.0526], [-2.3268, -8.1196, -6.2509], [-2.8007, -9.9903, -6.2986], [-3.8878, -6.9920, -6.1249], [-1.0597, -7.7375, -4.8456], [-1.8425, -7.8891, -7.1896], [2.4907, 9.7376, 1.3172], [1.6100, 8.2729, 0.4072], [4.2213, 9.2262, 2.0041], [2.6213, 11.3167, 0.2119], [1.8697, 9.9858, 2.1662], [12.4005, -1.5071, 9.6316], [14.2929, -1.6404, 9.9865], [11.3487, -1.9423, 11.1910], [11.9273, 0.2202, 8.9104], [12.1657, -2.2420, 8.8743], [7.0301, 6.1358, -4.3195], [5.5708, 5.2010, -5.1610], [7.3667, 5.4713, -2.5370], [8.6238, 6.1022, -5.4088], [6.7283, 7.1696, -4.2232], [1.4435, 0.5882, -11.3903], [-0.2301, 0.9340, -12.2880], [1.3666, 1.1314, -9.5369], [1.9785, -1.2583, -11.5702], [2.1996, 1.1913, -11.8725], [17.3376, -4.6207, 8.5425], [15.5572, -4.4210, 7.8253], [17.4382, -4.0104, 10.3723], [17.9842, -6.4301, 8.3568], [17.9895, -3.9868, 7.9587], [-9.6778, -2.8069, 4.6498], [-8.7601, -4.4769, 4.9705], [-10.2964, -2.0079, 6.2957], [-8.6046, -1.5719, 3.6205], [-10.5533, -3.0349, 4.0580]],
  "forces_ev_per_angstrom": [[-0.18, 1.55, 0.06], [0.08, 0.02, 0.99], [-0.16, -0.90, -1.09], [1.03, -0.26, -0.32], [-1.11, 0.69, -0.36], [0.97, -0.66, 0.32], [0.00, 0.60, -0.21], [-0.15, -0.75, -0.29], [0.31, 0.28, 0.50], [-0.27, -0.21, 0.55], [-0.21, -0.08, -0.17], [-0.07, -0.05, 0.03], [-0.08, 0.25, 0.00], [0.07, -0.08, -0.15], [-0.08, -0.12, 0.09], [0.02, 0.05, 0.07], [0.16, 0.09, 0.12], [-0.19, 0.01, -0.03], [0.09, 0.01, -0.12], [0.04, -0.03, 0.02], [0.01, 0.02, -0.04], [-0.08, 0.03, -0.02], [-0.10, -0.02, -0.03], [0.14, 0.00, -0.14], [0.06, -0.06, 0.14], [0.02, 0.01, -0.02], [0.04, -0.06, 0.11], [-0.24, 0.65, 0.53], [-0.24, 0.08, -0.13], [0.03, -0.14, 0.08], [0.00, 0.01, -0.02], [0.03, 0.01, -0.05], [0.08, 0.15, 0.07], [-0.22, 0.03, -0.04], [0.05, -0.16, 0.03], [0.01, 0.01, -0.02], [-0.05, 0.02, -0.03], [0.03, 0.02, 0.02], [-0.01, 0.06, 0.00], [0.09, -0.17, 0.12], [0.06, -0.02, -0.03], [-0.02, 0.05, 0.01], [-0.17, -0.04, -0.04], [0.12, -0.02, -0.14], [0.05, -0.07, 0.15], [-0.02, 0.02, -0.01], [0.10, -0.13, 0.05], [-0.19, 0.01, -0.04], [0.36, 0.06, -0.46], [0.15, -0.04, -0.03], [0.02, 0.02, 0.00], [-0.05, -0.07, 0.02], [-0.05, 0.13, -0.12], [0.07, -0.02, 0.21], [0.21, -0.12, 0.03], [-0.01, -0.01, 0.01], [0.02, 0.05, -0.07], [0.20, -0.05, 0.07], [-0.04, -0.03, -0.13], [-0.11, -0.04, 0.17], [-0.01, -0.02, 0.01], [0.08, -0.10, 0.06], [-0.09, 0.20, -0.02], [0.03, -0.04, -0.15], [-0.09, -0.13, 0.02], [0.44, 0.04, 0.33], [-0.01, -0.01, 0.15], [0.01, 0.08, 0.00], [0.10, -0.16, 0.12], [-0.33, -0.15, -0.25], [-0.01, 0.02, 0.02], [0.10, 0.12, 0.14], [0.12, 0.23, -0.27], [0.12, -0.13, 0.01], [-0.08, -0.07, -0.32], [-0.01, -0.02, 0.00], [0.11, 0.02, -0.02], [0.10, -0.06, -0.16], [-0.09, -0.16, 0.09], [0.00, 0.12, 0.04], [0.00, 0.00, 0.01], [0.09, 0.19, 0.08], [0.05, 0.56, 0.11], [0.15, -0.13, -0.32], [0.03, -0.15, 0.12], [-0.07, -0.04, -0.02], [-0.03, -0.01, -0.05], [-0.09, 0.04, -0.03], [0.02, 0.04, 0.19], [0.14, -0.14, -0.06], [0.00, -0.02, 0.01], [0.09, -0.05, 0.00], [0.06, 0.19, -0.05], [-0.45, 0.00, -0.45], [-0.09, -0.12, 0.15], [0.00, 0.00, 0.04], [0.02, -0.03, 0.02], [-0.29, -0.15, 0.36], [-0.06, -0.02, -0.20], [0.17, 0.04, 0.02], [0.00, 0.02, 0.01], [0.02, -0.03, 0.05], [-0.23, 0.00, 0.17], [-0.11, 0.07, -0.06], [0.18, 0.05, 0.06], [-0.02, 0.01, -0.02], [-0.01, 0.08, 0.04], [-0.09, 0.14, -0.04], [0.13, -0.08, -0.10], [-0.09, -0.12, 0.11], [0.01, 0.04, -0.01], [-0.04, 0.14, 0.00], [-0.12, 0.01, -0.08], [0.17, 0.07, -0.02], [0.00, -0.18, 0.11], [0.00, 0.00, 0.03], [-0.10, -0.03, -0.06], [0.09, 0.18, -0.05], [-0.28, -0.29, -0.30], [0.07, -0.18, 0.11], [0.02, -0.02, -0.01], [-0.02, 0.00, 0.07], [0.04, 0.18, 0.02], [0.08, -0.10, 0.05], [-0.14, -0.03, -0.13], [-0.02, -0.01, 0.01], [0.02, -0.01, -0.06], [0.14, 0.19, 0.07], [-0.16, 0.00, -0.10], [-0.25, -0.16, 0.22], [0.03, 0.03, -0.01], [0.05, 0.06, 0.06], [-0.23, 0.09, 0.05], [0.10, 0.05, -0.14], [0.04, -0.15, 0.07], [0.00, 0.02, 0.00], [-0.07, -0.34, -0.08], [0.04, -0.04, 0.02], [-0.03, 0.07, -0.17], [-0.17, 0.02, 0.16], [0.06, -0.26, -0.04], [-0.05, -0.04, 0.06], [0.26, -0.15, 0.00], [-0.05, -0.05, -0.13], [-0.06, 0.17, 0.03], [-0.01, -0.01, 0.02], [-0.07, -0.05, 0.03], [0.19, -0.13, -0.02], [-0.02, -0.06, -0.15], [-0.07, 0.17, 0.04], [-0.01, -0.01, 0.01], [0.06, -0.03, 0.03], [-0.11, 0.19, 0.02], [0.07, -0.06, -0.14], [-0.12, -0.04, 0.22], [0.02, 0.01, 0.00]],
  "lowdin_charge": [0.0042, -0.8955, 0.0704, 0.6723, 0.2265, -0.4785, 0.2569, 0.0916, 0.0971, -0.1668, -0.0357, -1.5907, 0.5711, 0.6286, 0.5927, -0.0668, -1.6022, 0.5902, 0.5866, 0.5758, -0.0248, -1.6289, 0.5820, 0.5754, 0.5527, -0.0617, -1.5316, 0.4763, 0.5807, 0.6068, -0.0449, -1.6427, 0.5661, 0.5583, 0.5436, -0.1116, -1.6344, 0.5563, 0.5578, 0.5851, -0.0981, -1.6473, 0.5631, 0.5627, 0.5512, -0.0877, -1.5823, 0.5687, 0.4619, 0.5421, -0.1201, -1.6220, 0.5785, 0.5756, 0.5549, -0.1055, -1.6146, 0.5482, 0.5776, 0.5649, -0.0292, -1.6244, 0.5768, 0.5738, 0.5997, -0.1746, -1.6018, 0.5870, 0.5524, 0.5396, -0.0531, -1.5816, 0.5597, 0.5800, 0.5288, -0.0655, -1.6089, 0.5446, 0.5546, 0.5223, -0.1073, -1.5943, 0.6500, 0.5551, 0.5869, -0.0733, -1.6342, 0.5439, 0.5619, 0.5804, -0.0359, -1.5489, 0.5974, 0.6553, 0.5974, -0.0213, -1.6054, 0.5260, 0.5688, 0.5749, -0.0322, -1.6196, 0.5564, 0.5178, 0.5781, -0.1013, -1.6400, 0.5636, 0.5526, 0.5640, -0.0962, -1.6177, 0.5712, 0.5696, 0.5642, -0.0313, -1.5864, 0.5557, 0.4807, 0.5827, -0.0242, -1.6473, 0.5746, 0.5425, 0.5593, -0.0556, -1.6051, 0.5346, 0.5672, 0.5416, -0.0311, -1.6344, 0.5369, 0.5706, 0.5597, -0.0709, -1.6859, 0.5491, 0.5594, 0.5716, -0.1638, -1.6091, 0.5420, 0.5412, 0.5650, -0.0289, -1.6290, 0.5401, 0.5551, 0.5687, -0.0301, -1.6163, 0.5317, 0.5705, 0.5338, -0.0332],
  "molar_mass_da": 7533.89,
  "multiplicity": 1,
  "total_charge": 0,
  "lumo_ev": -0.640,
  "max_force_ev_per_a": 1.56,
  "e_homo_ev": -8.79
}